Entry from the OMol25 dataset: a cluster of 2 separate species, C24H43Cl4N2O2P2S in total (the ωB97M-V functional and the def2-TZVPD basis).

The calculation puts the gap between HOMO and LUMO at 7.776 eV. Its total energy is -4121.329879 Ha. The calculation puts the LUMO energy at -3.08 eV. As for the total charge: +1. Its max |F| is 4.57 eV/A.

The geometry in XYZ format:
```
78
Properties=species:S:1:pos:R:3:lowdin_charge:R:1
Cl -1.834 2.088 -3.902 0.670
Cl 4.535 -0.903 3.961 0.532
Cl 6.875 -2.525 3.360 0.541
Cl 7.203 0.216 4.275 0.531
S 2.006 1.593 -3.832 0.223
P 0.919 3.163 -3.484 0.359
P 0.273 3.821 1.207 0.805
O -2.309 3.104 1.550 -0.054
O 3.623 -3.836 0.431 -0.219
N 1.424 4.224 0.163 -0.275
N -0.377 1.754 -1.510 0.065
C -1.329 3.170 0.453 -0.523
C -6.560 -3.024 1.353 -0.059
C -1.920 4.229 -0.597 -0.122
C 2.571 -2.875 -1.665 -0.160
C 4.013 -0.865 -0.574 -0.175
C -0.734 2.748 -2.567 -0.844
C 1.877 0.183 0.660 -0.160
C 2.786 0.175 -0.685 -0.222
C -2.739 1.278 -0.715 -0.119
C -2.799 -0.195 -1.352 -0.198
C -4.660 -1.620 -0.005 -0.166
C -6.162 -2.068 0.172 -0.019
C -1.233 1.741 -0.283 -0.309
C -4.327 -0.691 -1.256 -0.174
C 3.891 -1.954 -1.749 -0.191
C 6.218 -1.249 4.393 -1.521
C 2.366 -3.601 -0.241 -0.213
C -1.346 4.145 -2.091 -0.201
C 3.527 -3.622 1.856 -0.140
C -3.661 -2.166 1.040 -0.039
C -5.538 -3.555 2.403 -0.071
C -0.785 0.668 0.849 -0.116
C 0.357 -0.365 0.393 -0.183
C -4.062 -3.113 2.234 -0.062
H 3.891 -1.433 -2.776 0.114
H 1.064 4.011 -0.779 -0.105
H 2.107 -0.170 -1.535 0.035
H -4.544 -1.314 -2.204 0.128
H -0.437 1.141 1.829 0.100
H -2.225 4.397 -2.799 0.121
H -0.564 4.973 -2.290 0.110
H -2.553 -1.916 0.967 0.056
H 0.615 1.946 -1.212 0.128
H 3.213 1.226 -0.831 0.101
H 1.850 1.246 1.079 0.069
H 6.242 -1.596 5.424 0.019
H -3.225 1.989 -1.466 0.107
H -7.002 -1.760 -0.533 0.095
H -1.801 2.903 2.369 0.096
H -1.706 0.026 1.132 0.109
H 2.381 -0.509 1.440 0.100
H -5.797 -4.242 3.273 0.091
H 0.493 3.677 -4.772 0.012
H 2.445 -3.672 2.246 0.097
H 0.233 -0.786 -0.668 0.094
H -0.090 4.995 1.982 0.045
H 1.625 4.251 -2.841 0.015
H -5.061 0.204 -1.272 0.129
H -3.446 1.261 0.201 0.149
H -3.253 -3.483 2.967 0.093
H 1.617 -2.973 0.376 0.098
H -2.141 -0.975 -0.841 0.091
H 2.599 -3.673 -2.486 0.114
H 4.139 -4.399 2.454 0.103
H 1.622 -2.246 -1.871 0.091
H -3.077 4.204 -0.572 0.146
H 0.258 -1.282 1.095 0.116
H -1.646 5.281 -0.196 0.133
H 4.112 -1.329 0.472 0.088
H -0.329 0.819 -1.983 0.150
H -2.520 -0.234 -2.474 0.091
H 0.859 2.843 2.110 0.020
H 4.829 -2.609 -1.714 0.118
H 3.930 -2.589 2.196 -0.004
H -7.641 -3.378 1.470 0.089
H 1.856 -4.617 -0.459 0.134
H 4.992 -0.279 -0.753 0.120
```


Entry from the OMol25 dataset: a cluster of 3 separate species, C34H76IN5O3P in total (the ωB97M-V functional and the def2-TZVPD basis).

The energy relative to the best compared isomer or geometry (same formula, charge and spin) comes out at 0.000 eV. The calculation puts the gap between HOMO and LUMO at 7.833 eV. Its total energy is -2479.362105 Ha. The calculation puts the LUMO energy at -2.96 eV. As for the total charge: +1. Its max |F| is 1.97 eV/A.

The geometry in XYZ format:
```
120
Properties=species:S:1:pos:R:3:lowdin_charge:R:1
I -0.856 -3.562 3.164 0.531
P -1.020 -1.918 1.376 0.541
O 0.534 -5.915 -6.936 -0.189
O -0.729 0.599 7.187 -0.179
O -1.102 -0.593 2.264 -0.399
N -1.479 3.042 8.550 0.043
N -4.376 -0.667 0.375 0.176
N -2.483 -0.890 -0.913 0.141
N -2.761 -2.145 0.990 -0.231
N 0.075 -3.069 -6.969 0.044
C 2.101 -3.453 -8.259 -0.063
C 3.797 1.690 0.688 -0.189
C 1.184 -1.288 -3.262 -0.242
C 0.105 1.740 7.133 -0.206
C 2.373 3.770 0.729 -0.208
C -5.686 0.296 2.227 -0.179
C -1.203 -1.775 -2.824 -0.170
C 4.870 -2.053 1.481 -0.119
C -2.194 -3.383 -1.134 -0.124
C -2.227 4.109 0.446 -0.193
C -0.893 4.864 0.382 -0.192
C -3.184 2.010 1.486 -0.209
C -2.460 3.321 1.726 -0.198
C 5.921 -1.009 1.273 -0.268
C -5.247 -0.946 1.510 -0.130
C -2.336 -2.055 -1.866 -0.257
C 0.162 4.258 -0.540 -0.198
C 1.466 -5.038 -6.347 -0.217
C -0.609 3.075 7.374 -0.431
C 0.097 -1.352 -2.226 -0.237
C 1.561 4.709 -0.134 -0.206
C -2.906 -3.433 0.224 -0.186
C 2.502 2.353 0.193 -0.212
C -3.274 1.125 2.729 -0.193
C -3.230 -1.205 0.133 -0.481
C 0.949 -0.226 -4.337 -0.068
C 6.142 1.027 -0.261 -0.209
C 5.964 -0.471 -0.148 -0.216
C -1.422 3.559 6.177 -0.073
C -4.677 0.818 3.235 -0.174
C 1.439 -3.606 -6.894 -0.438
C 0.932 -6.499 -8.165 -0.098
C 4.889 1.877 -0.356 -0.202
C -1.447 0.321 6.004 -0.114
H 1.629 0.580 -4.172 0.067
H -0.329 -3.073 -6.036 0.053
H 1.645 1.793 0.540 0.088
H 5.106 -0.798 -0.713 0.105
H -0.858 3.453 5.247 0.070
H 0.379 -2.079 -1.492 0.089
H -2.792 0.184 2.537 0.054
H 0.040 -0.398 -1.729 0.107
H 1.879 3.700 1.686 0.109
H 1.193 -4.998 -5.287 0.116
H -1.018 -2.677 -3.379 0.125
H -6.564 0.019 2.778 0.119
H -4.154 2.221 1.069 0.107
H -2.254 3.422 -0.382 0.092
H -0.058 0.134 -4.346 0.059
H 3.057 -3.978 -8.295 0.081
H -0.493 4.923 1.379 0.103
H -1.093 5.837 -0.015 0.108
H -5.110 1.668 3.730 0.115
H 3.874 -1.645 1.461 0.054
H 2.100 -1.058 -2.762 0.098
H -4.704 0.039 -0.266 0.175
H -3.959 -3.572 0.052 0.126
H 5.742 -0.197 1.952 0.097
H 0.662 1.757 6.185 0.119
H -3.209 -2.110 -2.491 0.147
H 2.003 -2.989 -6.186 0.122
H 6.871 -1.444 1.524 0.105
H -1.175 -3.700 -1.046 0.105
H 2.486 2.380 -0.885 0.102
H 6.822 -0.908 -0.621 0.102
H -1.675 4.611 6.299 0.078
H 0.057 3.184 -0.573 0.090
H -0.489 -3.738 -7.486 0.072
H -2.828 -0.065 -1.395 0.159
H -2.359 3.012 6.075 0.060
H 0.173 3.817 7.560 0.137
H 0.838 1.597 7.931 0.124
H -0.925 2.832 9.375 0.076
H -4.795 -1.662 2.162 0.129
H 1.415 5.612 0.431 0.104
H 2.478 -5.461 -6.400 0.123
H 0.658 -5.872 -9.017 0.077
H -1.649 -0.750 5.980 0.085
H 3.599 0.661 0.917 0.086
H -2.619 1.490 0.730 0.078
H 2.150 5.005 -0.981 0.108
H 1.470 -3.833 -9.061 0.068
H -2.730 1.608 3.517 0.095
H -4.584 0.050 3.980 0.111
H -2.408 0.843 5.988 0.072
H 5.000 -2.510 2.440 0.066
H 3.353 4.167 0.926 0.108
H 6.706 1.202 -1.163 0.105
H 1.207 -0.652 -5.285 0.058
H -0.872 0.587 5.114 0.078
H -2.100 2.243 8.457 0.070
H 0.404 -7.446 -8.261 0.089
H -3.069 4.768 0.317 0.109
H -1.544 -1.051 -3.541 0.111
H -1.533 3.127 2.236 0.106
H 1.319 -2.272 -3.681 0.095
H 4.087 2.221 1.575 0.107
H -6.121 -1.407 1.089 0.129
H -3.115 3.907 2.341 0.119
H -2.528 -4.221 0.836 0.054
H 5.220 2.895 -0.236 0.109
H 4.926 -2.837 0.746 0.072
H -0.031 4.624 -1.532 0.108
H -6.019 1.045 1.534 0.109
H 2.007 -6.693 -8.185 0.092
H 4.456 1.820 -1.337 0.101
H 6.743 1.390 0.552 0.110
H -2.674 -4.123 -1.745 0.127
H 2.288 -2.401 -8.468 0.077
H -0.865 0.173 1.719 0.061
```


Entry from the OMol25 dataset: a structure of composition C23H38N4O5S (the ωB97M-V functional and the def2-TZVPD basis).

The energy relative to the best compared isomer or geometry (same formula, charge and spin) comes out at 24.374 eV. The calculation puts the gap between HOMO and LUMO at 8.572 eV. Its total energy is -1891.748895 Ha. The calculation puts the LUMO energy at 0.16 eV. As for the total charge: 0. Its max |F| is 18.69 eV/A.

The geometry in XYZ format:
```
71
Properties=species:S:1:pos:R:3:nbo_charge:R:1
S 1.872 0.383 0.674 2.203
O 1.095 -0.809 0.991 -0.913
O 0.919 -2.376 -1.696 -0.774
O 2.000 1.500 1.497 -0.918
O -3.487 -1.509 0.541 -0.630
O -1.705 5.579 -0.051 -0.588
N -0.965 -0.648 -1.399 -0.421
N -1.265 2.646 -0.596 -0.412
N -1.522 -1.703 1.574 -0.674
N 1.395 1.003 -1.034 -0.804
C 1.307 0.198 -1.983 -0.304
C 3.676 -1.481 -0.140 -0.215
C -1.494 1.433 -0.136 -0.239
C -2.349 -1.775 0.435 0.695
C -2.477 3.345 -0.652 -0.233
C -0.622 -2.020 3.627 -0.560
C -1.521 0.484 -1.478 -0.227
C -0.935 3.408 0.992 -0.259
C -3.302 -3.932 -1.899 -0.488
C -0.383 4.699 0.528 -0.055
C 4.932 -2.011 -0.620 -0.144
C 5.926 0.197 0.250 -0.243
C 3.675 -0.138 0.171 -0.243
C 5.966 -1.107 -0.149 -0.165
C 0.295 -0.983 -1.738 0.706
C -2.958 -2.611 3.086 -0.627
C -2.098 -2.380 -3.395 -0.625
C -2.339 -0.095 3.070 -0.516
C -1.696 -2.026 -1.028 -0.145
C 4.600 0.619 0.636 -0.228
C -2.124 4.812 -1.245 -0.028
C -2.716 -2.406 -2.113 -0.246
C -1.982 -1.619 2.833 0.120
H -1.083 0.931 -2.276 0.209
H -1.112 -3.024 -3.495 0.232
H -2.556 -4.479 -1.889 0.167
H -0.597 -1.851 1.087 0.445
H 6.880 0.726 0.362 0.240
H 5.140 -2.844 -0.949 0.186
H -2.811 2.913 -1.919 0.118
H -2.904 5.219 -1.540 0.154
H -0.266 -2.885 3.824 0.203
H -4.144 -4.129 -2.417 0.207
H 2.746 -2.167 -0.315 0.304
H -3.868 -3.874 -0.592 0.164
H -1.512 0.440 2.715 0.205
H -0.692 0.905 0.394 0.200
H -0.744 -1.640 4.758 0.177
H -2.703 -2.674 -4.232 0.222
H -3.414 3.394 -0.114 0.226
H -1.796 -1.252 -3.673 0.190
H 0.496 4.707 -0.397 0.203
H -3.860 -2.485 2.604 0.232
H 4.499 1.729 0.619 0.243
H -2.577 -0.083 4.189 0.193
H 7.085 -1.765 -0.516 0.190
H -0.244 5.405 1.169 0.187
H 2.228 -0.334 -2.446 0.193
H -2.456 1.115 0.317 0.202
H 0.037 -1.343 3.314 0.202
H -1.597 3.204 1.588 0.180
H 0.008 2.793 1.139 0.230
H 0.874 0.755 -2.924 0.219
H -2.833 -3.666 3.048 0.231
H -3.222 -2.644 4.245 0.199
H -0.855 -2.756 -0.984 0.296
H -2.615 0.201 -1.808 0.213
H 1.863 1.869 -1.043 0.402
H -1.229 4.616 -2.034 0.159
H -3.099 0.015 2.739 0.158
H -3.655 -1.636 -2.149 0.221
```


Entry from the OMol25 dataset: a structure of composition C6H14N5O2 (the ωB97M-V functional and the def2-TZVPD basis).

The energy relative to the best compared isomer or geometry (same formula, charge and spin) comes out at 3.367 eV. The calculation puts the gap between HOMO and LUMO (alpha / beta) at 7.506 / 7.504 eV. Its total energy is -660.898606 Ha. The calculation puts the LUMO energy (alpha / beta) at -3.35 / -3.36 eV. As for the total charge: +1. Its max |F| is 5.92 eV/A.

The geometry in XYZ format:
```
27
Properties=species:S:1:pos:R:3:nbo_charge:R:1
O 0.912 -0.551 -1.949 -0.502
O 1.977 1.482 0.153 -0.459
N -1.333 -0.433 -1.037 -0.778
N -2.410 -1.561 0.819 -0.834
N -1.747 -1.765 3.055 -0.799
N -0.273 1.414 1.073 -0.713
N -0.167 -1.272 1.488 -0.599
C 2.386 2.919 -0.174 -0.256
C 0.701 -0.441 -3.332 -0.248
C 0.842 1.308 0.571 0.789
C 0.559 -1.018 0.323 -0.197
C -1.462 -1.525 1.758 0.647
C -0.045 -0.658 -0.949 0.581
H -3.336 -1.531 1.119 0.376
H 0.415 -0.916 2.347 0.419
H 3.135 3.012 0.590 0.223
H -0.230 -0.939 -3.564 0.187
H -2.659 -1.959 3.436 0.417
H 1.587 -0.808 -3.762 0.216
H -1.959 -0.807 -0.228 0.421
H 0.650 0.631 -3.789 0.181
H -0.848 2.300 1.086 0.422
H 1.594 3.637 -0.086 0.215
H 1.690 -1.119 0.392 0.252
H -1.786 -0.285 -1.909 0.401
H 2.862 2.777 -1.206 0.237
H -1.053 -1.892 3.773 0.399
```